No. 1
# C27H43AsBF4N5OSi2Zr

A molecular structure, C27H43AsBF4N5OSi2Zr in a non-equilibrium geometry (ωB97M-V/def2-TZVPD, the Open Molecules 2025 dataset).

Structure (XYZ):
```
85
Properties=species:S:1:pos:R:3:lowdin_charge:R:1
Zr 0.176 -0.764 0.207 1.830
C -1.274 -1.827 -2.478 -0.093
N -1.116 -0.499 -1.829 -0.239
C -2.430 -0.033 -1.336 -0.138
C -2.219 1.207 -0.520 -0.280
C -3.116 2.253 -0.502 0.013
C -2.815 3.384 0.245 -0.001
C -1.609 3.438 0.922 -0.004
C -0.760 2.350 0.861 -0.075
N -1.062 1.239 0.171 -0.013
C -0.578 0.483 -2.793 -0.098
C 0.916 0.480 -2.780 -0.245
C 1.665 0.702 -3.920 0.013
C 3.039 0.837 -3.802 -0.009
C 3.612 0.741 -2.544 -0.013
C 2.799 0.482 -1.459 -0.102
N 1.467 0.348 -1.562 0.019
C -1.495 -2.830 -1.397 -0.345
C -2.427 -3.795 -1.393 -0.028
C -2.376 -4.785 -0.327 -0.087
C -1.618 -4.567 0.750 -0.119
C -0.876 -3.285 0.897 -0.516
N -0.566 -2.649 -0.391 -0.215
H -2.090 -1.805 -3.205 0.145
H -0.344 -2.042 -3.012 0.142
H -3.118 0.153 -2.166 0.154
H -2.858 -0.829 -0.726 0.058
H -4.030 2.188 -1.078 0.132
H -3.503 4.218 0.277 0.130
H -1.319 4.308 1.492 0.127
H 0.187 2.359 1.376 0.113
H -0.994 0.317 -3.789 0.147
H -0.891 1.480 -2.478 0.141
H 1.173 0.789 -4.879 0.130
H 3.650 1.019 -4.676 0.128
H 4.676 0.859 -2.396 0.123
H 3.213 0.380 -0.468 0.110
H -3.112 -3.898 -2.222 0.120
H -2.930 -5.708 -0.431 0.120
H -1.527 -5.299 1.543 0.115
H 0.035 -3.431 1.478 0.080
C -4.710 -3.926 1.948 -0.193
Si -4.274 -2.127 1.712 0.365
C -4.948 -1.071 3.098 -0.217
C -5.034 -1.499 0.124 -0.205
As -1.888 -1.777 1.899 1.042
Si -1.524 -2.086 4.271 0.362
C -2.579 -3.546 4.769 -0.205
C -1.993 -0.514 5.149 -0.192
C 0.251 -2.536 4.623 -0.188
H -5.632 -3.936 2.537 0.052
H -3.972 -4.524 2.477 0.014
H -4.921 -4.411 0.995 0.035
H -6.022 -0.965 2.912 0.048
H -4.526 -0.065 3.129 0.035
H -4.836 -1.521 4.084 0.023
H -6.103 -1.716 0.215 0.055
H -4.680 -2.006 -0.773 0.023
H -4.942 -0.417 0.004 0.027
H -3.655 -3.389 4.698 0.020
H -2.353 -3.757 5.819 0.049
H -2.327 -4.446 4.204 0.031
H -3.064 -0.320 5.163 0.021
H -1.481 0.351 4.725 0.027
H -1.661 -0.608 6.188 0.051
H 0.651 -3.318 3.976 0.034
H 0.244 -2.933 5.643 0.051
H 0.935 -1.689 4.615 0.028
F 1.755 0.676 1.162 -0.013
B 1.518 0.141 2.526 -1.234
F 1.314 -1.267 2.146 -0.034
F 2.524 0.340 3.362 0.276
F 0.257 0.590 2.864 0.129
C 4.428 -2.960 0.564 0.019
N 3.490 -3.580 -0.378 -0.138
C 3.867 -4.838 -1.020 -0.002
C 2.363 -2.981 -0.653 -0.243
O 2.053 -1.877 -0.137 -0.188
H 5.269 -3.632 0.705 0.102
H 3.933 -2.781 1.516 0.104
H 4.787 -2.010 0.171 0.101
H 4.707 -4.676 -1.695 0.107
H 3.023 -5.230 -1.581 0.097
H 4.153 -5.560 -0.259 0.105
H 1.685 -3.492 -1.340 0.151
```

LUMO level, eV: -5.76
HOMO, hartree: -0.456
HOMO-LUMO gap, eV: 6.66
Net charge: +2
Energy above the lowest of the compared OMol25 structures with the same formula, charge and spin, kJ/mol: 123.69



No. 2
# C27H43N10PSTi

A molecular structure, C27H43N10PSTi in a non-equilibrium geometry (ωB97M-V/def2-TZVPD, the Open Molecules 2025 dataset).

Structure (XYZ):
```
83
Properties=species:S:1:pos:R:3:lowdin_charge:R:1
Ti -0.245 1.835 -0.059 0.781
N -0.842 1.831 4.181 0.122
C -0.736 2.217 2.904 -0.785
S -1.940 1.669 1.736 0.719
N 0.238 3.016 2.550 0.035
N 0.117 3.279 1.224 -0.209
C -0.018 4.473 0.775 -0.025
C -0.594 4.633 -0.563 -0.250
C -0.730 5.884 -1.142 0.029
C -1.416 6.001 -2.342 0.003
C -1.955 4.862 -2.918 -0.001
C -1.772 3.643 -2.286 -0.071
N -1.110 3.515 -1.137 0.004
H -1.720 1.463 4.505 0.101
H -0.229 2.251 4.864 0.125
H 0.133 5.333 1.421 0.161
H -0.313 6.749 -0.645 0.135
H -1.536 6.967 -2.813 0.132
H -2.515 4.913 -3.841 0.127
H -2.178 2.737 -2.718 0.117
N 4.205 3.164 -4.301 0.175
C 3.311 2.909 -3.339 -0.287
C 3.181 3.734 -2.203 0.023
C 2.252 3.431 -1.247 -0.105
N 1.422 2.371 -1.311 -0.065
C 1.563 1.570 -2.387 -0.127
C 2.454 1.791 -3.399 0.019
H 4.837 3.942 -4.232 0.126
H 4.312 2.544 -5.085 0.125
H 3.824 4.594 -2.075 0.127
H 2.194 4.045 -0.359 0.115
H 0.930 0.689 -2.417 0.094
H 2.513 1.100 -4.230 0.126
N 0.551 0.335 0.381 -0.232
P -0.129 -1.095 0.617 0.636
N 0.920 -2.262 0.113 -0.203
C 0.676 -3.694 0.297 -0.175
C 1.955 -4.439 0.746 -0.157
C 3.181 -3.534 0.666 -0.189
C 3.202 -2.847 -0.693 -0.161
C 1.970 -1.940 -0.870 -0.189
N -0.521 -1.488 2.154 -0.189
C -1.838 -1.567 2.787 -0.219
C -1.962 -2.885 3.542 -0.166
C -0.857 -2.992 4.593 -0.182
C 0.520 -2.819 3.951 -0.163
C 0.584 -1.537 3.128 -0.178
N -1.592 -1.080 -0.219 -0.196
C -1.657 -0.228 -1.402 -0.239
C -3.039 -0.282 -2.031 -0.150
C -3.295 -1.701 -2.579 -0.160
C -2.536 -2.756 -1.758 -0.160
C -2.436 -2.291 -0.312 -0.184
H 0.308 -4.121 -0.643 0.120
H -0.107 -3.817 1.043 0.088
H 2.109 -5.302 0.097 0.117
H 1.839 -4.826 1.757 0.100
H 4.086 -4.125 0.804 0.120
H 3.157 -2.786 1.463 0.105
H 3.209 -3.616 -1.469 0.117
H 4.108 -2.255 -0.819 0.114
H 1.580 -2.048 -1.891 0.113
H 2.238 -0.896 -0.720 0.086
H -2.620 -1.440 2.044 0.089
H -1.936 -0.744 3.503 0.091
H -1.878 -3.719 2.837 0.111
H -2.946 -2.945 4.009 0.122
H -0.909 -3.959 5.093 0.118
H -1.007 -2.225 5.359 0.118
H 0.725 -3.674 3.303 0.095
H 1.299 -2.793 4.715 0.124
H 1.535 -1.451 2.601 0.104
H 0.498 -0.672 3.795 0.115
H -0.910 -0.501 -2.158 0.124
H -1.446 0.834 -1.105 0.030
H -3.116 0.453 -2.832 0.111
H -3.778 -0.019 -1.272 0.129
H -2.994 -1.760 -3.625 0.117
H -4.365 -1.902 -2.537 0.121
H -1.525 -2.901 -2.151 0.111
H -3.039 -3.721 -1.813 0.125
H -2.016 -3.062 0.330 0.101
H -3.437 -2.062 0.064 0.129
```

LUMO level, eV: -6.72
HOMO, hartree: -0.500
HOMO-LUMO gap, eV: 6.90
Net charge: +2



No. 3
# C27H44BBrCl2F4ILi2MgNO13S2

A molecular structure, C27H44BBrCl2F4ILi2MgNO13S2 in a non-equilibrium geometry (ωB97M-V/def2-TZVPD, the Open Molecules 2025 dataset).

Structure (XYZ):
```
99
Properties=species:S:1:pos:R:3:lowdin_charge:R:1
C 0.757 4.565 1.973 -0.110
C -0.530 3.604 1.526 -0.273
C -0.809 3.506 -0.105 -0.596
I -1.657 5.434 -0.613 0.880
C -1.840 2.250 -0.427 -0.211
N -3.212 2.742 -0.720 0.015
C -4.002 1.527 -0.942 -0.382
O -5.113 1.302 -0.545 0.148
C -3.051 0.599 -1.840 -0.080
C -3.750 -0.880 -1.618 -0.098
O -5.009 -0.805 -2.461 -0.246
C -6.170 -1.526 -1.907 -0.067
B -3.532 0.972 -3.327 -0.358
C -4.629 2.066 -3.746 0.015
O -2.937 0.200 -4.434 0.008
C -1.465 0.937 -1.400 -0.273
C -0.945 -0.241 -0.503 -0.071
C 0.477 -0.032 0.112 -0.325
O 1.204 0.920 -0.054 0.005
O -0.630 1.481 -2.408 -0.064
C -0.036 0.475 -3.245 -0.131
C 1.548 0.414 -3.160 -0.320
C 1.941 -1.100 -2.932 -0.047
O 2.074 0.795 -4.467 -0.074
H 0.961 5.370 1.219 0.048
H 0.465 4.982 2.984 0.078
H 1.754 4.002 2.216 0.056
H -1.477 4.045 1.949 0.072
H -0.363 2.573 1.957 0.093
H 0.205 3.442 -0.566 0.073
H -2.021 1.711 0.556 0.143
H -3.302 3.319 -1.560 0.046
H -3.133 -1.762 -1.960 0.086
H -3.960 -0.971 -0.509 0.120
H -6.640 -2.238 -2.649 0.089
H -6.979 -0.788 -1.634 0.112
H -5.881 -2.163 -1.062 0.052
H -4.741 2.127 -4.871 0.067
H -5.626 1.693 -3.360 0.097
H -4.432 3.105 -3.377 0.086
H -3.640 -0.399 -4.749 0.031
H -0.866 -1.160 -1.157 0.099
H -1.643 -0.461 0.364 0.132
H 0.888 -0.889 0.739 -0.112
H -0.261 0.782 -4.315 0.134
H -0.474 -0.554 -3.130 0.124
H 1.990 1.134 -2.427 0.150
H 1.275 -1.580 -2.159 0.086
H 1.698 -1.637 -3.903 0.107
H 3.032 -1.272 -2.748 0.046
H 2.925 0.331 -4.523 0.082
C -1.851 -6.648 -3.532 -0.651
F -1.577 -7.873 -3.074 0.144
F -0.799 -6.274 -4.270 0.136
F -2.884 -6.780 -4.380 0.125
S -2.213 -5.450 -2.166 0.334
O -1.011 -5.420 -1.342 -0.403
O -3.366 -5.988 -1.462 -0.430
O -2.489 -4.184 -2.833 -0.371
Mg -2.088 -3.969 0.169 0.695
F 3.255 4.735 2.597 -0.527
Li -3.685 -0.459 -6.413 0.912
Cl 2.977 -0.649 1.497 0.559
C 4.325 -0.470 2.677 -0.548
C 5.491 -1.377 2.343 -0.636
Cl 5.096 -3.094 2.584 0.558
H 3.932 -0.670 3.670 0.037
H 4.658 0.557 2.638 0.091
H 6.334 -1.149 2.996 0.084
H 5.817 -1.252 1.311 0.027
C 2.936 0.655 8.829 0.019
C 3.947 0.894 7.996 0.022
C 3.805 0.691 6.538 -0.374
O 4.728 0.907 5.778 0.107
C 2.496 0.214 6.039 0.026
C 1.484 -0.026 6.872 0.031
C 1.626 0.178 8.330 -0.389
O 0.705 -0.038 9.090 0.101
H 3.022 0.798 9.898 0.120
H 4.911 1.245 8.343 0.122
H 2.409 0.070 4.978 0.085
H 0.521 -0.376 6.524 0.123
Br 1.078 -1.954 2.632 0.023
C 6.282 -2.881 -2.948 -0.265
S 5.733 -2.009 -1.466 0.814
O 6.623 -2.435 -0.343 -0.557
C 4.179 -2.904 -1.291 -0.273
H 7.267 -2.505 -3.222 0.050
H 6.344 -3.952 -2.749 0.060
H 5.582 -2.689 -3.762 0.048
H 4.374 -3.974 -1.197 0.070
H 3.550 -2.709 -2.159 0.006
H 3.676 -2.546 -0.393 0.014
Li -4.766 -4.257 -1.151 0.565
C -4.148 6.807 2.374 -0.344
O -3.138 6.552 3.198 -0.113
H -4.044 7.698 1.713 0.082
H -4.394 6.021 1.624 0.083
H -5.143 6.992 2.830 0.066
```

LUMO level, eV: -4.52
HOMO, hartree: -0.226
HOMO-LUMO gap, eV: 1.64